{"formula": "C40H110AsF6N10O10", "method": "ωB97M-V/def2-TZVPD", "relative_energy_kj_mol": 996.47, "charge": -1, "gap_ev": 9.3043, "total_energy_ev": -155776.2924, "fmax_ev_per_a": 4.36, "e_homo_ev": -7.27, "species": ["As", "F", "F", "F", "F", "F", "F", "C", "C", "C", "O", "C", "N", "H", "H", "H", "H", "H", "H", "H", "H", "H", "H", "H", "C", "C", "C", "O", "C", "N", "H", "H", "H", "H", "H", "H", "H", "H", "H", "H", "H", "C", "C", "C", "O", "C", "N", "H", "H", "H", "H", "H", "H", "H", "H", "H", "H", "H", "C", "C", "C", "O", "C", "N", "H", "H", "H", "H", "H", "H", "H", "H", "H", "H", "H", "C", "C", "C", "O", "C", "N", "H", "H", "H", "H", "H", "H", "H", "H", "H", "H", "H", "C", "C", "C", "O", "C", "N", "H", "H", "H", "H", "H", "H", "H", "H", "H", "H", "H", "C", "C", "C", "O", "C", "N", "H", "H", "H", "H", "H", "H", "H", "H", "H", "H", "H", "C", "C", "C", "O", "C", "N", "H", "H", "H", "H", "H", "H", "H", "H", "H", "H", "H", "C", "C", "C", "O", "C", "N", "H", "H", "H", "H", "H", "H", "H", "H", "H", "H", "H", "C", "C", "C", "O", "C", "N", "H", "H", "H", "H", "H", "H", "H", "H", "H", "H", "H"], "xyz": [[0.649, -0.184, -1.051], [-1.076, -0.289, -0.336], [1.105, -1.800, -0.239], [2.305, -0.068, -1.765], [0.249, 1.343, -1.921], [1.309, 0.687, 0.430], [-0.048, -1.129, -2.456], [-8.518, -2.763, 2.375], [-7.672, -3.808, 3.092], [-8.468, -5.093, 3.255], [-9.523, -4.864, 4.170], [-10.605, -5.775, 4.019], [-6.547, -4.116, 2.216], [-7.944, -1.877, 2.103], [-9.408, -2.380, 2.874], [-8.777, -3.043, 1.354], [-7.366, -3.582, 4.114], [-7.947, -5.959, 3.662], [-8.739, -5.385, 2.240], [-11.045, -5.727, 3.023], [-11.359, -5.442, 4.732], [-10.344, -6.811, 4.233], [-6.958, -4.047, 1.296], [-5.837, -3.407, 2.336], [5.899, -1.213, -7.880], [5.084, -0.271, -8.795], [3.668, 0.025, -8.148], [2.674, 0.883, -8.826], [1.568, 1.137, -8.056], [5.873, 0.976, -9.082], [5.944, -0.758, -6.890], [6.872, -1.454, -8.309], [5.303, -2.116, -7.744], [4.857, -0.699, -9.771], [3.869, 0.450, -7.165], [3.164, -0.923, -7.959], [1.130, 0.335, -7.461], [0.771, 1.540, -8.680], [1.959, 1.988, -7.499], [6.679, 0.578, -9.543], [5.340, 1.429, -9.811], [-4.956, 9.700, -0.529], [-5.978, 9.433, -1.580], [-5.718, 8.160, -2.483], [-4.673, 8.552, -3.360], [-4.150, 7.445, -4.168], [-7.305, 9.224, -0.945], [-4.983, 9.051, 0.347], [-5.213, 10.727, -0.270], [-4.026, 9.732, -1.097], [-5.943, 10.299, -2.242], [-6.582, 7.923, -3.102], [-5.627, 7.293, -1.829], [-3.541, 6.711, -3.641], [-3.593, 7.974, -4.942], [-4.882, 6.850, -4.714], [-7.558, 10.098, -0.507], [-7.051, 8.591, -0.200], [5.917, -4.329, 1.965], [5.871, -3.253, 3.108], [6.418, -1.921, 2.573], [6.327, -0.932, 3.585], [6.831, 0.284, 3.047], [4.436, -3.012, 3.419], [5.294, -4.060, 1.112], [5.586, -5.269, 2.406], [6.966, -4.369, 1.669], [6.375, -3.554, 4.027], [5.704, -1.690, 1.783], [7.390, -2.047, 2.096], [7.683, 0.188, 2.375], [7.101, 0.835, 3.948], [6.210, 0.905, 2.401], [3.906, -3.437, 2.672], [4.366, -2.041, 3.150], [4.406, 11.266, 4.221], [3.062, 10.536, 4.165], [3.359, 9.070, 4.158], [2.080, 8.382, 4.159], [1.564, 7.889, 2.925], [2.329, 10.948, 5.349], [5.037, 11.081, 5.091], [4.097, 12.294, 4.414], [4.940, 11.229, 3.272], [2.529, 10.847, 3.266], [3.625, 8.852, 5.192], [4.129, 8.734, 3.463], [0.577, 7.515, 3.198], [2.194, 7.107, 2.503], [1.429, 8.687, 2.194], [1.373, 10.669, 5.183], [2.230, 11.951, 5.293], [-7.837, -1.413, -5.485], [-6.850, -2.554, -5.796], [-5.928, -2.161, -7.015], [-5.213, -3.321, -7.372], [-4.472, -3.017, -8.554], [-6.031, -2.887, -4.687], [-8.519, -1.132, -6.288], [-7.415, -0.493, -5.080], [-8.545, -1.800, -4.751], [-7.481, -3.391, -6.094], [-5.179, -1.405, -6.777], [-6.501, -1.714, -7.827], [-5.115, -2.601, -9.330], [-4.058, -3.973, -8.876], [-3.620, -2.338, -8.540], [-5.624, -2.019, -4.368], [-5.313, -3.533, -4.982], [6.556, 6.295, -5.358], [7.863, 5.695, -4.715], [7.533, 4.470, -3.790], [8.692, 4.150, -3.005], [9.088, 5.109, -2.056], [8.589, 5.379, -5.850], [5.966, 5.553, -5.895], [6.605, 7.134, -6.053], [5.913, 6.566, -4.520], [8.347, 6.451, -4.097], [7.169, 3.599, -4.335], [6.675, 4.803, -3.206], [9.833, 5.772, -2.497], [9.673, 4.691, -1.237], [8.321, 5.835, -1.788], [9.328, 4.798, -5.479], [8.106, 4.743, -6.467], [3.942, 1.452, 9.353], [3.145, 0.228, 9.057], [2.037, 0.621, 8.052], [1.405, -0.525, 7.525], [0.489, -0.048, 6.517], [3.895, -0.887, 8.572], [4.309, 2.156, 8.607], [4.861, 1.050, 9.779], [3.381, 2.048, 10.074], [2.708, -0.048, 10.017], [2.530, 1.173, 7.252], [1.387, 1.248, 8.663], [0.448, -0.739, 5.675], [0.429, 1.001, 6.226], [-0.403, -0.323, 7.079], [4.211, -0.474, 7.706], [4.778, -0.860, 9.061], [-3.209, -10.189, -7.755], [-3.236, -9.903, -6.204], [-2.109, -9.023, -5.685], [-2.479, -8.524, -4.398], [-1.436, -7.743, -4.010], [-4.496, -9.220, -5.873], [-4.227, -10.551, -7.893], [-2.375, -10.829, -8.042], [-3.195, -9.219, -8.252], [-3.191, -10.882, -5.726], [-2.081, -8.298, -6.498], [-1.197, -9.603, -5.826], [-1.591, -7.277, -3.037], [-0.997, -7.016, -4.693], [-0.585, -8.412, -3.882], [-4.564, -8.257, -6.169], [-4.339, -9.064, -4.888], [-1.085, -6.839, 11.628], [-0.464, -6.563, 10.246], [-1.429, -6.264, 9.100], [-0.692, -5.873, 7.888], [-1.433, -6.345, 6.757], [0.453, -5.414, 10.327], [-1.827, -7.635, 11.559], [-1.691, -5.976, 11.901], [-0.499, -7.071, 12.518], [0.245, -7.359, 10.019], [-2.069, -5.427, 9.381], [-2.141, -7.075, 8.949], [-0.996, -5.958, 5.836], [-2.515, -6.215, 6.777], [-1.213, -7.411, 6.810], [0.976, -5.780, 11.109], [-0.073, -4.652, 10.731]], "lowdin_charge": [1.00, -0.35, -0.35, -0.32, -0.32, -0.33, -0.33, -0.07, -0.43, -0.24, -0.19, -0.11, 0.04, 0.07, 0.08, 0.08, 0.14, 0.12, 0.12, 0.08, 0.08, 0.08, 0.06, 0.08, -0.06, -0.41, -0.15, -0.21, -0.16, 0.02, 0.08, 0.07, 0.07, 0.12, 0.12, 0.12, 0.09, 0.08, 0.09, 0.05, 0.06, -0.08, -0.44, -0.20, -0.20, -0.08, 0.03, 0.08, 0.08, 0.08, 0.13, 0.11, 0.12, 0.09, 0.08, 0.08, 0.06, 0.06, -0.06, -0.40, -0.25, -0.16, -0.12, 0.04, 0.08, 0.07, 0.06, 0.13, 0.13, 0.12, 0.08, 0.09, 0.09, 0.06, 0.05, -0.07, -0.48, -0.18, -0.21, -0.10, 0.04, 0.08, 0.06, 0.08, 0.14, 0.13, 0.13, 0.09, 0.09, 0.08, 0.07, 0.06, -0.07, -0.44, -0.22, -0.18, -0.12, 0.04, 0.07, 0.08, 0.07, 0.13, 0.12, 0.11, 0.08, 0.09, 0.09, 0.08, 0.07, -0.07, -0.46, -0.16, -0.18, -0.13, 0.02, 0.07, 0.07, 0.06, 0.12, 0.13, 0.11, 0.07, 0.09, 0.09, 0.07, 0.08, -0.09, -0.49, -0.23, -0.17, -0.09, 0.06, 0.08, 0.07, 0.08, 0.13, 0.12, 0.13, 0.09, 0.09, 0.08, 0.08, 0.06, -0.05, -0.43, -0.22, -0.16, -0.16, 0.03, 0.07, 0.07, 0.07, 0.13, 0.12, 0.13, 0.10, 0.09, 0.08, 0.07, 0.06, -0.07, -0.44, -0.19, -0.18, -0.11, 0.04, 0.07, 0.07, 0.07, 0.13, 0.12, 0.11, 0.09, 0.08, 0.08, 0.06, 0.07]}